Entry 1:
11
Properties=species:S:1:pos:R:3:mulliken_charge:R:1 method="wB97M-V/def2-TZVPD" lumo_ev=0.940 e_tot_ha=-268.34340 gap_ev=10.16 fmax_ev_per_a=0.29 total_charge=0 de_lowest_ev=1.682
C -1.41612 0.66596 0.00370 -0.6249
C -0.46883 0.58979 -0.92680 -0.0015
O 0.64379 -0.20206 -0.94171 -0.3772
C 0.89890 -1.00195 0.18914 -0.2684
O 0.97982 -0.26058 1.36714 -0.4819
H -1.40846 0.07520 0.91164 0.2520
H -2.22095 1.37819 -0.13339 0.2490
H -0.47199 1.21570 -1.81512 0.3484
H 0.10759 -1.74648 0.34788 0.3439
H 1.84718 -1.49780 -0.05076 0.2340
H 1.43941 0.56280 1.15960 0.3267

=====

Entry 2:
11
Properties=species:S:1:pos:R:3:mulliken_charge:R:1 method="wB97M-V/def2-TZVPD" lumo_ev=0.492 e_tot_ha=-268.29652 gap_ev=9.56 fmax_ev_per_a=5.60 total_charge=0 de_lowest_ev=2.958
C -1.46854 -0.05283 -0.10778 -0.9270
C -1.14844 1.27242 0.06605 0.1962
O 0.18213 1.58177 -0.22884 -0.4774
H -2.57836 -0.31528 -0.08456 0.2185
H -0.90100 -0.61575 -0.75159 0.3660
H -1.83712 2.09377 0.39209 0.3212
H 0.51555 1.01905 -0.89048 0.3113
C 1.77539 -1.31388 0.39960 -0.0697
O 1.89916 -0.69662 -0.65250 -0.4199
H 2.62375 -1.97619 0.72763 0.2670
H 0.93748 -0.99645 1.13036 0.2138

=====

Entry 3:
11
Properties=species:S:1:pos:R:3:mulliken_charge:R:1 method="wB97M-V/def2-TZVPD" lumo_ev=0.841 e_tot_ha=-268.35633 gap_ev=11.24 fmax_ev_per_a=1.02 total_charge=0 de_lowest_ev=1.331
O -1.77282 -1.90364 1.60882 -0.4894
C -2.35874 -1.50818 0.63196 0.2345
O -1.79456 -1.21288 -0.53552 -0.3869
H -3.44913 -1.37597 0.58985 0.3179
H -0.83900 -1.33702 -0.43881 0.3203
C 1.83844 0.85885 -0.87555 -0.4988
C 1.59331 1.57514 0.21918 -0.4484
H 2.24563 -0.14087 -0.74130 0.2722
H 1.66358 1.31330 -1.84882 0.2212
H 1.69233 1.14743 1.21317 0.2285
H 1.18096 2.58385 0.17703 0.2288

=====

Entry 4:
11
Properties=species:S:1:pos:R:3:mulliken_charge:R:1 method="wB97M-V/def2-TZVPD" lumo_ev=0.925 e_tot_ha=-268.33922 gap_ev=10.53 fmax_ev_per_a=0.41 total_charge=0 de_lowest_ev=1.796
C 1.66211 -1.24967 -0.17737 -0.6682
C 1.04216 -0.09241 -0.00029 -0.0161
O -0.13005 0.01448 0.69751 -0.3327
C -1.19676 0.49335 -0.10141 -0.2185
O -2.27318 0.83246 0.69089 -0.4692
H 2.60724 -1.28993 -0.70667 0.2538
H 1.23731 -2.16539 0.21925 0.2511
H 1.43103 0.84417 -0.40654 0.3642
H -1.53864 -0.30262 -0.76967 0.2621
H -0.82741 1.34287 -0.69979 0.2802
H -2.01381 1.57270 1.25409 0.2934

=====

Entry 5:
11
Properties=species:S:1:pos:R:3:mulliken_charge:R:1 method="wB97M-V/def2-TZVPD" lumo_ev=1.035 e_tot_ha=-268.34528 gap_ev=11.24 fmax_ev_per_a=0.38 total_charge=0 de_lowest_ev=1.631
O 1.07859 1.50020 0.45642 -0.5268
C 0.58046 0.55398 -0.44200 0.2976
C 0.48159 -0.88703 0.08885 -0.5591
C -1.01720 -0.57863 0.19010 -0.3006
O -0.83911 0.66971 -0.51218 -0.4647
H 0.27750 1.89688 0.82579 0.3195
H 1.07418 0.69591 -1.41201 0.2918
H 0.72391 -1.65150 -0.65459 0.2280
H 1.02566 -1.07614 1.01664 0.2399
H -1.70539 -1.23580 -0.34908 0.2545
H -1.38534 -0.41857 1.21154 0.2200

=====

Entry 6:
11
Properties=species:S:1:pos:R:3:mulliken_charge:R:1 method="wB97M-V/def2-TZVPD" lumo_ev=0.882 e_tot_ha=-268.26715 gap_ev=9.81 fmax_ev_per_a=0.58 total_charge=0 de_lowest_ev=3.757
C -1.84616 0.28716 0.23857 -0.5414
C 0.12080 -0.90660 -0.05086 -0.5361
O -0.43419 0.18209 0.43822 -0.1760
C 1.54641 -0.53405 -0.30073 0.0536
O 2.03831 0.67485 0.20854 -0.5192
H -2.35701 -0.62936 0.53778 0.2697
H -1.99286 0.46304 -0.82868 0.3059
H -2.17997 1.15520 0.80689 0.2321
H 1.45644 -0.50011 -1.41186 0.2202
H 2.23782 -1.35404 -0.08558 0.3259
H 1.28141 1.11707 0.62053 0.3652

=====

Entry 7:
11
Properties=species:S:1:pos:R:3:mulliken_charge:R:1 method="wB97M-V/def2-TZVPD" lumo_ev=0.888 e_tot_ha=-268.30127 gap_ev=9.95 fmax_ev_per_a=2.88 total_charge=0 de_lowest_ev=2.829
C -1.86913 -0.16331 -0.15076 -0.8808
C -0.27665 0.08303 -0.05293 0.5126
O -0.05668 1.06312 0.62292 -0.4789
C 1.34916 -0.32654 -0.24201 -0.3346
O 2.24697 0.05245 0.78415 -0.4937
H -2.19453 -1.14273 0.21535 0.2646
H -2.34974 -0.00427 -1.12879 0.2613
H -2.27452 0.60591 0.53861 0.2748
H 1.60473 0.20912 -1.15772 0.2333
H 1.45461 -1.39310 -0.27144 0.3249
H 2.36579 1.01632 0.84265 0.3167

=====

Entry 8:
11
Properties=species:S:1:pos:R:3:mulliken_charge:R:1 method="wB97M-V/def2-TZVPD" lumo_ev=0.971 e_tot_ha=-268.21538 gap_ev=8.94 fmax_ev_per_a=2.86 total_charge=0 de_lowest_ev=5.166
C -1.35017 0.65422 0.30567 -0.5822
O -0.86746 -0.58712 -0.23175 -0.2987
C 0.33962 -1.05706 0.17812 -0.0463
C 1.47568 0.59982 -0.65429 -0.3482
O 1.75781 -0.64935 -0.51938 -0.2529
H -1.37718 0.62381 1.40394 0.2769
H -0.67531 1.44093 -0.02588 0.3071
H -2.36563 0.79500 -0.07873 0.2296
H 0.38453 -2.08543 -0.13498 0.2366
H 0.58038 -0.78671 1.20263 0.3317
H 2.09774 1.05189 -1.44536 0.1463

=====

Entry 9:
11
Properties=species:S:1:pos:R:3:mulliken_charge:R:1 method="wB97M-V/def2-TZVPD" lumo_ev=1.087 e_tot_ha=-268.31258 gap_ev=11.37 fmax_ev_per_a=0.94 total_charge=0 de_lowest_ev=2.521
O -1.64608 0.25416 -1.07263 -0.4757
C -0.99748 0.65412 0.11715 -0.3347
C 0.44637 0.26704 -0.09811 0.0218
C 1.21025 -0.75250 0.64460 -0.3776
O 0.56665 -1.08388 -0.56586 -0.4000
H -0.91556 -0.03110 -1.64405 0.3359
H -1.19326 1.72742 0.27725 0.2408
H -1.36019 0.13105 1.01230 0.2269
H 0.98510 0.90096 -0.83133 0.2915
H 0.84686 -1.37192 1.46982 0.2428
H 2.29013 -0.62916 0.61567 0.2283

=====

Entry 10:
11
Properties=species:S:1:pos:R:3:mulliken_spin:R:1 method="wB97M-V/def2-TZVPD" lumo_ev="-5.060 / -10.319" e_tot_ha=-268.01617 gap_ev="12.59 / 7.32" fmax_ev_per_a=2.53 multiplicity=2 total_charge=+1 de_lowest_ev=0.000
O -0.62199 -0.53721 -1.72524 0.8526
C 0.32079 -0.46937 -0.95323 -0.0320
O 1.40356 -1.18146 -1.19159 0.0963
C 0.41648 0.36015 0.29589 0.0695
C -0.94440 0.57497 1.03909 -0.0001
H 1.40975 -1.72562 -1.99646 -0.0020
H 0.75326 1.34040 -0.04542 -0.0015
H 1.10056 -0.22986 0.90052 0.0154
H -0.78783 0.13987 2.02091 0.0003
H -1.79204 0.11619 0.53472 0.0010
H -1.25814 1.61195 1.12082 0.0005

=====

Entry 11:
12
Properties=species:S:1:pos:R:3:mulliken_charge:R:1 method="wB97M-V/def2-TZVPD" lumo_ev=0.734 e_tot_ha=-666.56847 gap_ev=10.29 fmax_ev_per_a=2.31 total_charge=0 de_lowest_ev=0.696
C 1.98699 -0.21879 -0.03236 -0.7220
O 0.52246 -0.11046 0.07496 -0.3096
C 0.06265 1.17188 0.00876 0.6482
O 0.74437 2.15445 0.03337 -0.5329
S -1.63641 1.17551 -0.01664 -0.0698
C -2.05378 -0.59024 0.01911 -0.7594
H 2.41249 0.60836 -0.52212 0.3546
H 2.13000 -1.10336 -0.61586 0.2398
H 2.25750 -0.31166 0.98170 0.2840
H -1.59342 -1.17021 -0.79790 0.2612
H -1.72075 -1.03004 0.94586 0.2680
H -3.11211 -0.57543 -0.07888 0.3379

=====

Entry 12:
13
Properties=species:S:1:pos:R:3:mulliken_charge:R:1 method="wB97M-V/def2-TZVPD" lumo_ev=-2.508 e_tot_ha=-1064.66503 gap_ev=7.11 fmax_ev_per_a=4.31 total_charge=0 de_lowest_ev=3.282
C 1.23248 -0.51136 -0.33617 -0.8619
C 2.32956 0.20976 0.38984 0.4114
O 3.59048 0.23401 -0.25662 -0.5154
O 2.13226 0.95985 1.29130 -0.4695
C -0.17747 0.16572 -0.19179 -0.2747
S -1.27438 -1.01798 -0.89001 -0.1274
S -3.08145 0.40829 0.57095 -0.1919
H 1.49172 -0.84726 -1.31614 0.4982
H 1.10434 -1.49461 0.26753 0.3523
H 3.80194 1.04864 -0.71977 0.3220
H 0.02729 1.14656 -0.73234 0.2638
H -0.29461 0.20130 0.85418 0.4482
H -3.37649 0.46630 -0.67587 0.1447